116
Properties=species:S:1:pos:R:3 method="wB97M-V/def2-TZVPD" gap_ha="0.12808 / 0.12813" de_lowest_ev=4.520 multiplicity=2 total_charge=+2
Yb 1.390 -0.486 1.559
Br 1.087 1.986 0.069
S 1.038 -4.966 3.948
F -4.109 -1.670 -2.025
O 1.397 0.792 3.522
O 0.135 2.426 4.913
O 3.216 -1.110 -0.186
O 3.686 -0.793 -2.419
O 0.413 -1.872 0.027
N 0.933 -2.477 3.223
N -6.184 -4.696 -5.834
N 3.709 0.528 3.671
N -4.024 -3.381 -4.318
N 3.525 0.189 2.295
N 0.874 -3.284 -3.895
C 2.412 1.769 5.487
C 7.981 2.596 -0.712
C -0.557 5.151 0.771
C 2.979 -1.340 -1.579
C 4.585 0.005 1.559
C 4.447 -0.467 0.177
C -1.437 5.013 3.609
C -4.689 1.451 2.300
C -2.893 -2.266 -2.396
C 5.931 1.267 -0.825
C 1.421 -2.492 4.503
C 5.384 -0.073 -0.747
C -2.980 3.147 2.833
C -2.024 4.109 2.560
C -0.418 -3.061 -3.330
C 3.386 1.723 6.430
C -1.674 4.246 1.194
C -2.320 3.553 0.154
C -1.790 -1.981 -1.599
C -3.309 2.986 4.325
C -4.961 -4.273 -3.636
C 0.800 2.494 7.201
C -5.271 -3.686 -6.488
C 1.767 2.325 8.174
C 1.975 -2.922 -3.064
C 3.021 1.758 7.810
C -4.060 1.978 -0.657
C -1.849 3.766 -1.281
C 1.200 -3.918 -5.116
C -0.538 -2.537 -1.971
C -3.392 2.701 0.479
C -6.344 -4.355 -4.344
C -3.952 -3.556 -5.773
C -3.655 2.415 1.853
C 1.527 -3.741 5.032
C 2.016 -3.168 -6.173
C 1.853 -2.244 -1.903
C 7.270 3.723 -0.393
C 0.601 -2.263 -1.160
C 0.741 -3.711 2.791
C 1.016 2.207 5.847
C 5.870 3.737 -0.559
C -2.827 -3.061 -3.579
C -1.579 -3.365 -4.088
C 2.618 1.399 4.016
C 5.241 2.499 -0.767
C 7.366 1.397 -1.020
C 0.530 -3.400 -6.376
H -0.922 3.184 -1.396
H -1.639 4.797 -1.527
H -5.770 -5.631 -5.973
H -1.645 4.714 4.645
H 9.119 2.553 -0.700
H 3.688 1.424 8.609
H 0.240 5.277 1.534
H 4.633 0.956 3.782
H 7.813 4.625 -0.137
H -6.903 -3.372 -4.299
H 5.290 4.705 -0.425
H -3.352 -4.435 -6.139
H -5.586 1.771 2.912
H -5.145 -4.038 -7.513
H -5.143 0.893 1.438
H -1.508 -3.851 -5.031
H 1.828 -4.064 6.016
H -3.702 3.942 4.621
H -5.048 1.580 -0.397
H -0.066 -2.514 -6.259
H 1.583 -1.533 5.007
H -2.362 2.714 4.836
H 0.715 1.503 4.030
H 1.321 -5.001 -5.163
H -2.687 3.424 -1.939
H -0.058 4.619 -0.062
H -0.344 5.031 3.458
H 2.970 -2.982 -3.550
H -4.179 0.616 2.868
H 0.529 -3.951 1.768
H -1.803 -1.283 -0.755
H -6.913 -5.165 -3.932
H 2.612 2.366 3.447
H 5.603 0.266 1.877
H -0.233 2.826 7.498
H -1.769 6.039 3.442
H -5.109 -3.856 -2.618
H -5.850 -2.746 -6.535
H -7.143 -4.627 -6.313
H 4.149 2.472 -0.920
H 0.301 -4.190 -7.082
H -4.515 -5.322 -3.450
H 5.672 -0.842 -1.515
H 2.715 -3.866 -6.616
H 1.708 2.713 9.211
H -0.983 6.140 0.479
H -4.244 2.730 -1.430
H 2.168 -2.075 -5.913
H 4.450 1.540 6.195
H -4.027 2.197 4.471
H -3.462 1.142 -1.121
H 7.932 0.554 -1.306
H -3.436 -2.691 -6.248

=====

108
Properties=species:S:1:pos:R:3 method="wB97M-V/def2-TZVPD" smiles=c1ccccc1.c1ccccc1.c1ccccc1.c1ccccc1.c1ccccc1.c1ccccc1.c1ccccc1.ClCCCl.ClCCCl.ClCCCl gap_ha=0.35080
Cl 3.057 3.873 2.822
Cl 2.573 6.458 -4.429
Cl 0.396 4.625 -2.901
Cl 1.792 0.058 4.663
Cl -0.494 -2.709 4.642
Cl 6.515 4.292 3.211
C 2.804 -2.050 -3.606
C -5.421 4.861 0.484
C -4.330 6.208 -1.197
C -1.327 0.719 -0.274
C 0.030 6.103 -3.785
C 4.439 -0.918 1.775
C -3.131 5.711 -0.803
C -5.469 5.757 -0.535
C -0.872 -4.624 1.347
C 1.253 -2.748 4.310
C 0.432 2.369 -0.223
C -0.786 1.938 -0.776
C 1.127 7.118 -3.700
C -4.765 -2.889 1.154
C 2.571 -1.220 -2.509
C -6.272 -1.062 0.895
C 1.058 -3.517 0.390
C -0.333 -3.642 0.516
C -3.164 -2.983 -2.026
C -3.759 -2.005 1.605
C 5.987 0.209 0.379
C -3.166 -2.827 -4.768
C 5.507 -1.307 2.632
C 4.725 -0.156 0.665
C 1.967 -1.648 5.167
C -2.904 -4.132 -2.792
C -3.321 -1.658 -4.014
C 6.992 -0.171 1.302
C -3.057 4.758 0.200
C 1.868 -4.361 1.162
C 0.494 0.331 1.177
C -5.986 -2.418 0.768
C 1.269 -0.919 -2.123
C -0.676 -0.105 0.650
C 6.805 -0.837 2.500
C 5.632 2.946 2.338
C -4.104 -0.703 1.729
C 1.744 -2.672 -4.252
C -4.207 4.363 0.895
C 4.329 2.678 3.116
C -2.948 -4.055 -4.136
C -5.289 -0.144 1.245
C -3.367 -1.789 -2.648
C 1.299 -5.203 2.044
C 0.230 -1.529 -2.835
C -0.063 -5.394 2.162
C 1.039 1.539 0.762
C 0.455 -2.450 -3.798
H 1.947 1.825 1.272
H -0.437 -2.893 -4.217
H -7.183 -0.607 0.535
H -6.729 -3.119 0.419
H 3.821 -2.288 -3.881
H 6.189 0.737 -0.541
H 1.365 7.301 -2.652
H -3.585 -0.895 -2.082
H 1.024 -0.286 1.887
H 8.026 0.019 1.052
H -0.173 5.909 -4.839
H 1.702 -1.657 6.224
H 3.932 1.706 2.823
H -3.336 0.008 1.996
H -0.796 -1.270 -2.619
H 1.412 -2.565 3.247
H -4.195 3.562 1.619
H 6.330 2.136 2.550
H -2.331 0.446 -0.563
H 1.910 -3.416 -5.017
H -1.133 -1.024 0.985
H 1.498 -2.791 -0.278
H 5.447 3.039 1.268
H -2.222 5.930 -1.343
H 1.680 -3.743 4.440
H -5.404 0.930 1.224
H 2.012 -5.764 2.631
H -4.394 6.887 -2.034
H 0.833 8.013 -4.249
H 5.295 -1.940 3.481
H 1.223 -0.195 -1.323
H -6.368 4.549 0.898
H 3.909 0.120 0.014
H -0.880 6.493 -3.329
H 3.048 -1.782 5.141
H 3.448 -1.230 2.068
H 3.464 -0.905 -1.989
H -3.203 -2.739 -5.844
H -6.456 6.085 -0.825
H 0.917 3.282 -0.533
H 2.938 -4.248 1.068
H -0.964 -3.068 -0.146
H -2.569 -5.064 -2.361
H -1.940 -4.774 1.284
H -3.197 -0.693 -4.482
H -0.496 -6.186 2.756
H -2.801 -2.334 1.978
H -1.243 2.528 -1.557
H -3.226 -3.085 -0.953
H 7.648 -1.193 3.075
H -2.079 4.372 0.448
H 4.471 2.698 4.196
H -4.519 -3.938 1.231
H -2.802 -4.947 -4.728

=====

117
Properties=species:S:1:pos:R:3 method="wB97M-V/def2-TZVPD" smiles="Cc1ccc(C(C)C)c(OC[C@H]2NC(=O)[C@H](COc3ccccc3)[C@]2(CCCCS(=O)(=O)Cl)CC(=O)F)c1.c1ccncc1.c1ccncc1.c1ccncc1.c1ccncc1" gap_ha=0.33420
Cl -7.459 -0.532 -1.644
S -6.980 1.383 -2.159
F 1.214 -1.799 0.508
O -2.581 -4.260 -1.013
O -7.117 1.585 -3.562
O -4.719 -2.093 -0.984
O -7.722 2.223 -1.273
O -3.227 0.712 2.582
O 1.106 -1.867 -1.650
N -3.493 -1.493 0.876
N 6.482 4.867 -7.365
N 5.613 0.339 -3.959
N -0.459 0.887 10.141
N 9.338 1.399 -8.177
C 10.651 1.178 -8.172
C 4.134 -1.015 -5.274
C 5.581 3.400 -9.035
C -2.139 -0.949 1.064
C 3.573 -0.497 -3.016
C -5.508 -1.337 4.615
C -3.150 0.249 4.979
C -6.754 -2.140 4.370
C -2.264 -1.825 -1.110
C -4.399 -4.985 0.321
C 0.228 1.890 10.685
C -3.665 -1.833 -0.492
C -4.085 -6.115 2.419
C 9.774 3.608 -7.349
C -2.718 -6.037 2.210
C 11.588 2.117 -7.769
C -1.685 -0.625 -0.376
C -3.026 -4.894 0.133
C -2.003 0.144 2.139
C -4.325 0.765 -2.604
C -3.746 -0.460 6.026
C -0.227 -0.223 -0.615
C 1.610 1.995 10.637
C 0.243 -0.061 9.522
C -1.906 1.102 5.254
C -2.836 0.879 -2.223
C 0.741 -1.363 -0.652
C -2.172 -5.440 1.081
C 2.322 0.999 9.990
C 5.559 2.741 -6.742
C 1.626 -0.055 9.420
C 8.920 2.598 -7.769
C 3.256 -1.127 -4.208
C 5.260 2.462 -8.065
C -1.944 1.600 6.723
C -3.763 0.100 3.725
C -5.270 1.488 -1.665
C -2.475 0.706 -0.740
C -4.896 -1.224 5.854
C 11.136 3.358 -7.350
C -4.936 -5.592 1.448
C 4.758 0.221 -2.945
C 6.190 4.580 -8.633
C -4.920 -0.648 3.555
C 6.169 3.952 -6.448
C -1.650 -3.220 -0.804
C 5.294 -0.275 -5.097
C -1.773 2.349 4.355
H 7.857 2.744 -7.785
H 3.402 1.042 9.931
H -1.037 0.441 5.199
H 5.043 0.732 -2.031
H -7.271 -2.415 5.283
H -0.367 2.647 11.185
H -0.341 -0.865 9.088
H 12.644 1.881 -7.785
H -2.055 -6.445 2.961
H -2.374 -1.789 -2.191
H 10.963 0.195 -8.511
H 11.836 4.120 -7.029
H -5.054 -4.572 -0.432
H -4.207 -0.785 1.027
H 0.066 0.440 0.201
H -1.779 1.507 -0.502
H -2.507 1.865 -2.550
H -1.102 -5.372 0.948
H -1.427 -0.235 2.979
H 5.325 2.044 -5.955
H 9.375 4.562 -7.033
H -1.186 -3.244 0.179
H -3.313 0.836 -0.064
H 5.367 3.222 -10.079
H -0.109 0.329 -1.539
H -0.843 -3.368 -1.519
H -5.405 -0.726 2.594
H -3.338 -0.442 7.023
H 2.340 -1.696 -4.300
H 2.919 -0.562 -2.164
H -2.296 0.182 -2.859
H 2.112 2.836 11.095
H 6.011 -0.165 -5.905
H -1.334 3.172 4.907
H 6.460 5.339 -9.360
H -4.434 1.241 -3.579
H -1.418 0.965 1.723
H -1.080 2.141 3.543
H -2.973 1.920 6.904
H 6.414 4.215 -5.425
H -2.732 2.633 3.944
H -6.491 -3.031 3.801
H 2.141 -0.855 8.907
H -1.750 0.812 7.440
H -6.011 -5.622 1.538
H -5.334 -1.751 6.691
H 4.784 1.528 -8.338
H -1.329 2.479 6.875
H 3.926 -1.490 -6.223
H -5.043 2.550 -1.595
H -7.412 -1.565 3.722
H -4.521 -6.558 3.301
H -5.265 1.103 -0.648
H -4.623 -0.268 -2.766
H -1.600 -1.801 1.484

=====

120
Properties=species:S:1:pos:R:3 method="wB97M-V/def2-TZVPD" smiles="CCCCNc1c(CCCC(=O)O)c(N=C=S)c2c(c1C(F)(F)C(F)(F)F)Nc1c(S)c(NCC)c(OC[C@@H](C)O)c(CCO)c1S2.c1ccccc1.c1ccccc1.c1ccccc1" gap_ha=0.31068
S -3.345 2.166 -1.266
S -6.158 -0.447 2.584
S -1.403 0.514 -4.382
F -3.124 0.485 3.744
F -0.019 -0.127 4.909
F -0.226 1.712 3.738
F -1.899 -1.297 3.600
F -1.568 1.286 5.381
O 4.315 -0.033 -2.504
O 4.608 -0.859 -0.461
O -7.788 -0.087 -2.321
O -11.002 -1.048 -1.297
O -7.362 2.221 -4.812
N -3.902 1.230 1.455
N 0.571 -0.564 2.266
N -8.121 -1.052 0.312
N -0.511 1.560 -1.984
C 7.283 -1.526 1.971
C -2.185 1.335 -0.233
C -4.903 0.858 0.515
C -0.338 0.069 1.394
C -2.566 0.951 1.051
C 1.411 -0.831 -1.630
C 0.582 6.499 0.580
C 9.837 -1.893 0.955
C 0.156 -4.094 -0.002
C -9.163 0.270 -2.108
C -0.895 1.102 -0.692
C -6.640 -2.974 -0.379
C -0.943 1.100 -3.017
C 0.394 5.169 0.229
C 14.706 1.567 -0.519
C -7.002 -0.240 -0.028
C 13.582 1.460 0.287
C 0.345 6.914 1.884
C 12.546 0.035 -1.347
C 2.705 -1.650 -1.775
C -6.880 0.206 -1.345
C -4.784 1.237 -0.822
C 0.040 0.457 0.102
C -6.011 0.106 0.902
C -1.911 0.048 3.357
C 14.751 0.907 -1.740
C -0.889 0.728 4.366
C 8.875 -1.242 0.196
C 12.500 0.696 -0.128
C -9.468 -2.161 -2.814
C 1.408 0.212 -0.482
C -0.260 4.669 2.489
C -5.759 0.934 -1.767
C -0.076 5.999 2.839
C 9.522 -2.365 2.222
C 7.595 -1.056 0.702
C -10.153 -0.862 -2.424
C 1.107 -4.163 1.187
C -1.621 0.350 1.891
C 0.510 -2.028 2.409
C -6.764 2.419 -3.547
C 1.606 -2.796 1.666
C 8.243 -2.183 2.730
C 13.671 0.139 -2.153
C 3.930 -0.772 -1.641
C -5.689 1.365 -3.207
C -0.029 4.255 1.184
C -7.859 -2.508 0.402
H -8.820 -2.512 -2.015
H -0.258 6.322 3.856
H 10.272 -2.872 2.814
H -7.695 -2.767 1.451
H 0.914 7.213 -0.163
H 15.548 2.166 -0.197
H 6.288 -1.378 2.373
H 0.596 -4.634 2.032
H -4.708 1.775 -3.433
H -10.761 -0.555 -3.278
H 1.515 -0.243 2.118
H -6.312 3.410 -3.549
H 10.836 -2.033 0.561
H 0.575 4.846 -0.789
H -6.913 0.554 3.054
H -5.718 -2.739 0.150
H 11.620 0.615 0.498
H -7.586 1.287 -4.881
H -6.682 -4.060 -0.477
H -9.358 1.101 -2.791
H 9.119 -0.878 -0.794
H -8.745 -3.044 0.058
H -0.638 -3.359 0.145
H -9.326 0.609 -1.089
H 15.627 0.992 -2.369
H 6.850 -0.544 0.115
H 13.548 1.973 1.240
H -10.965 -1.971 -1.036
H 0.530 -2.274 3.472
H -0.589 3.953 3.227
H 2.137 -0.037 0.286
H 2.745 -2.511 -1.108
H 2.420 -2.987 2.370
H 1.954 -4.803 0.936
H -0.467 -2.347 2.048
H -8.885 -2.065 -3.727
H 1.740 1.160 -0.911
H 13.707 -0.379 -3.103
H -0.180 3.216 0.912
H 0.488 7.953 2.155
H 0.565 -1.506 -1.500
H -5.847 0.483 -3.830
H 0.676 -3.846 -0.928
H 7.996 -2.550 3.718
H 11.703 -0.563 -1.671
H 1.296 -0.284 -2.564
H -8.450 -0.743 1.217
H -10.237 -2.919 -2.982
H 1.985 -2.210 0.828
H -0.340 -5.054 -0.144
H 4.057 -1.328 0.178
H -6.599 -2.557 -1.385
H -7.529 2.411 -2.766
H -4.015 2.179 1.788
H 2.733 -2.039 -2.793